[1]
Density functional theory data (ωB97M-V with the def2-TZVPD basis set) for a molecular structure, C48H66BrCl3N7O4Si4TcTe.

## Properties
Spin multiplicity: 4
Total charge: +1
E (eV): -218080.75348
HOMO (alpha / beta) (eV): -7.80 / -8.96
Expectation value of S²: 3.77

Each line ends with the Löwdin spin population.
Geometry (Å):
Tc 1.10 0.17 0.28  1.72
Br 1.46 -5.40 5.24  0.00
C 1.05 -3.94 4.09  0.01
C -0.13 -3.22 4.29  -0.01
C -0.47 -2.22 3.42  0.01
C 0.36 -1.84 2.34  0.00
O -0.03 -0.89 1.53  0.11
C 1.61 -2.53 2.21  0.01
C 2.63 -2.18 1.29  -0.01
N 2.62 -1.18 0.45  0.02
C 3.76 -0.89 -0.29  0.00
C 4.84 -1.73 -0.52  0.00
C 5.95 -1.29 -1.25  0.00
C 6.00 -0.02 -1.77  0.00
C 4.91 0.85 -1.60  0.00
C 4.87 2.15 -2.15  0.01
C 3.72 2.88 -2.03  0.00
C 2.62 2.33 -1.38  0.01
N 2.62 1.14 -0.80  0.01
C 3.77 0.40 -0.89  0.01
C 1.90 -3.60 3.08  0.00
H -0.77 -3.46 5.13  0.00
H -1.39 -1.67 3.55  0.00
H 3.55 -2.75 1.39  0.00
H 4.84 -2.75 -0.16  0.00
H 6.76 -1.98 -1.41  0.00
H 6.87 0.31 -2.31  0.00
H 5.74 2.55 -2.66  0.00
H 3.65 3.88 -2.43  0.00
H 1.69 2.89 -1.34  0.00
H 2.82 -4.15 2.95  0.00
N -3.44 4.15 -1.28  0.01
C -2.48 3.34 -0.79  0.01
C -2.69 1.96 -0.67  0.00
C -1.68 1.16 -0.22  0.01
N -0.45 1.61 0.09  0.00
C -0.29 2.94 0.10  0.01
C -1.25 3.82 -0.33  0.00
H -4.27 3.76 -1.69  0.00
H -3.26 5.13 -1.40  0.00
H -3.65 1.53 -0.93  0.00
H -1.83 0.09 -0.10  0.00
H 0.66 3.30 0.48  0.00
H -1.05 4.88 -0.31  0.00
C 1.59 -1.79 -8.26  0.00
C 1.18 -1.11 -6.94  0.00
C 0.62 0.27 -7.28  0.00
C 0.05 -1.94 -6.30  0.00
C 2.43 -0.98 -6.01  0.00
O 3.52 -0.43 -6.74  0.00
C 2.81 -2.33 -5.37  0.00
C 4.28 -2.39 -4.94  0.00
C 4.65 -3.49 -3.98  0.00
C 3.74 -4.32 -3.33  0.00
C 4.17 -5.26 -2.41  0.00
C 5.51 -5.38 -2.12  0.00
Cl 6.05 -6.55 -0.96  0.00
C 6.44 -4.58 -2.76  0.00
C 6.00 -3.65 -3.69  0.00
C 2.28 0.08 -4.89  0.00
N 1.33 -0.18 -3.84  0.01
C 1.58 -0.69 -2.64  0.01
N 0.53 -0.53 -1.83  0.00
C -0.39 0.06 -2.66  0.01
N 0.07 0.30 -3.86  0.00
H 0.69 -2.07 -8.82  0.00
H 2.17 -2.70 -8.10  0.00
H 2.16 -1.11 -8.89  0.00
H -0.08 0.19 -8.12  0.00
H 1.41 0.95 -7.58  0.00
H 0.07 0.70 -6.44  0.00
H -0.82 -1.91 -6.96  0.00
H -0.25 -1.53 -5.34  0.00
H 0.33 -2.98 -6.17  0.00
H 3.68 -0.98 -7.51  0.00
H 2.62 -3.15 -6.07  0.00
H 2.16 -2.49 -4.50  0.00
H 4.57 -1.44 -4.48  0.00
H 4.90 -2.49 -5.83  0.00
H 2.68 -4.26 -3.54  0.00
H 3.45 -5.90 -1.91  0.00
H 7.49 -4.68 -2.54  0.00
H 6.73 -3.03 -4.20  0.00
H 2.02 1.03 -5.36  0.00
H 3.26 0.20 -4.43  0.00
H 2.50 -1.19 -2.39  0.00
H -1.40 0.27 -2.38  0.00
Cl 3.92 3.25 2.83  0.00
C 2.87 2.18 3.79  0.00
Cl 2.41 2.95 5.30  0.00
C 1.64 1.86 2.90  0.00
O 0.56 2.37 3.20  0.01
O 2.01 1.09 1.93  0.01
H 3.43 1.27 4.00  0.00
C -5.73 -2.00 2.57  0.03
Si -5.43 -1.07 4.20  0.08
C -4.44 -2.20 5.36  0.00
C -7.10 -0.68 5.01  0.01
Si -4.43 1.01 3.64  0.58
Te -2.04 1.72 3.44  0.07
Si -5.99 2.54 2.70  0.08
C -7.43 2.90 3.88  0.01
C -5.11 4.19 2.34  0.00
C -6.66 1.80 1.08  0.02
Si -1.85 2.74 5.77  0.03
C -3.57 2.80 6.58  0.03
C -1.19 4.50 5.55  0.01
C -0.72 1.66 6.83  0.01
H -6.29 -2.92 2.74  0.00
H -4.79 -2.28 2.09  0.00
H -6.29 -1.39 1.86  0.00
H -5.10 -2.91 5.86  0.00
H -3.91 -1.64 6.14  0.00
H -3.71 -2.78 4.80  0.00
H -7.56 -1.58 5.41  0.00
H -7.80 -0.26 4.28  0.00
H -7.01 0.03 5.83  0.00
H -7.08 3.09 4.90  0.00
H -8.13 2.06 3.93  0.00
H -7.99 3.77 3.55  0.00
H -5.14 4.84 3.21  0.00
H -5.58 4.72 1.51  0.00
H -4.06 4.04 2.09  0.00
H -7.45 1.08 1.28  0.00
H -5.88 1.27 0.53  0.00
H -7.07 2.56 0.42  0.00
H -4.30 3.33 5.97  0.01
H -3.49 3.33 7.53  0.00
H -3.96 1.81 6.78  0.01
H -1.85 5.09 4.91  0.00
H -0.20 4.48 5.08  0.00
H -1.10 5.01 6.50  0.00
H -0.99 0.60 6.76  0.00
H -0.77 1.94 7.88  0.00
H 0.32 1.75 6.51  0.00


[2]
Density functional theory data (ωB97M-V with the def2-TZVPD basis set) for 14 unconnected molecules or ions with the total composition C48H68O42.

## Properties
Total charge: 0
E (eV): -136877.00103
HOMO (eV): -10.56

Each line ends with the Mulliken charge.
Geometry (Å):
C 4.16 -3.36 3.83  -0.31
C 2.78 -3.85 4.27  -0.37
O 2.11 -2.66 4.65  -0.31
C 2.71 -1.61 4.04  0.10
O 2.28 -0.50 4.07  0.28
O 3.89 -1.99 3.51  -0.31
H 4.53 -3.88 2.95  0.13
H 4.88 -3.43 4.65  0.42
H 2.83 -4.56 5.09  0.41
H 2.30 -4.39 3.45  0.15
C -0.06 0.01 8.14  -0.44
C -0.21 1.51 8.44  -0.54
O -0.21 2.06 7.13  0.03
C -0.44 1.10 6.21  -0.23
O -0.51 1.31 5.04  0.20
O -0.65 -0.07 6.83  -0.33
H -0.60 -0.66 8.80  0.37
H 0.98 -0.32 8.07  0.20
H 0.68 1.85 8.96  0.31
H -1.12 1.75 8.98  0.41
C -1.48 -0.77 2.51  1.08
C -2.09 -0.94 1.13  0.41
O -3.48 -1.00 1.32  -0.40
C -3.78 -0.84 2.63  0.38
O -4.86 -0.69 3.08  -0.52
O -2.62 -0.81 3.37  -0.35
H -0.85 0.12 2.55  -0.48
H -0.87 -1.63 2.78  -0.14
H -1.75 -1.89 0.70  0.21
H -1.79 -0.16 0.43  -0.30
C 1.21 6.14 2.78  0.78
C 2.33 7.09 2.30  0.30
O 2.24 7.05 0.89  -0.39
C 1.35 6.13 0.50  0.47
O 1.11 5.89 -0.65  -0.57
O 0.76 5.54 1.55  0.02
H 0.38 6.72 3.19  0.37
H 1.55 5.38 3.48  -0.83
H 3.29 6.74 2.69  -0.49
H 2.15 8.11 2.61  0.31
C 4.48 2.11 6.23  0.36
C 3.03 2.20 6.77  1.35
O 3.02 1.32 7.89  -0.39
C 4.27 0.93 8.20  0.49
O 4.54 0.26 9.14  -0.58
O 5.11 1.27 7.21  -0.43
H 4.91 3.10 6.33  0.06
H 4.54 1.60 5.28  -0.02
H 2.34 1.87 5.99  -0.60
H 2.76 3.23 7.01  -0.39
C 7.19 6.17 0.39  -0.46
C 5.70 6.08 0.78  0.94
O 5.45 4.68 0.89  0.11
C 6.59 3.98 0.70  0.22
O 6.67 2.80 0.67  -0.47
O 7.64 4.83 0.64  -0.46
H 7.77 6.83 1.03  0.34
H 7.38 6.39 -0.66  0.26
H 5.05 6.48 0.00  0.34
H 5.47 6.56 1.72  -0.99
C -2.83 -0.65 -2.58  -0.28
C -1.87 0.52 -2.61  0.54
O -2.70 1.68 -2.44  -0.37
C -3.88 1.28 -1.91  0.63
O -4.72 2.03 -1.51  -0.55
O -3.97 -0.05 -1.91  -0.33
H -2.61 -1.44 -1.86  0.20
H -3.07 -1.09 -3.55  0.26
H -1.29 0.71 -3.51  0.52
H -1.10 0.45 -1.84  -0.51
C 6.51 6.64 4.41  -0.35
C 5.48 7.76 4.37  -0.25
O 4.31 7.09 4.88  -0.32
C 4.46 5.76 4.77  0.33
O 3.60 4.98 5.02  0.13
O 5.70 5.46 4.36  -0.37
H 7.14 6.65 5.29  0.36
H 7.16 6.63 3.53  0.14
H 5.21 8.08 3.36  0.16
H 5.69 8.56 5.07  0.39
C 1.87 -2.10 -1.84  -1.47
C 2.74 -2.41 -0.66  2.86
C 2.02 -2.61 0.69  1.16
O 2.28 -3.96 1.07  -0.34
C 3.21 -4.48 0.22  0.44
O 3.81 -5.48 0.46  -0.59
O 3.37 -3.71 -0.85  -0.49
H 1.78 -1.03 -2.00  0.02
H 0.85 -2.50 -1.78  0.33
H 2.27 -2.53 -2.76  0.43
H 3.51 -1.65 -0.54  -1.48
H 0.94 -2.43 0.65  -0.31
H 2.47 -1.94 1.42  -0.66
C 0.88 3.25 -2.52  -0.93
C 2.33 3.24 -2.93  0.41
C 3.28 3.33 -1.73  0.76
O 4.08 2.15 -1.80  -0.12
C 3.59 1.32 -2.75  0.45
O 3.98 0.20 -2.91  -0.50
O 2.60 1.91 -3.44  -0.38
H 0.71 2.46 -1.78  -0.14
H 0.23 3.07 -3.38  0.48
H 0.55 4.16 -2.03  0.28
H 2.53 3.96 -3.72  0.38
H 2.73 3.33 -0.79  -0.97
H 3.94 4.20 -1.76  0.32
C 1.94 2.63 3.17  1.13
C 2.45 2.60 1.76  1.40
C 3.49 1.48 1.54  0.84
O 2.87 0.58 0.61  0.60
C 1.63 0.99 0.35  -0.74
O 0.85 0.39 -0.34  0.03
O 1.34 2.15 0.95  0.02
H 1.08 3.28 3.31  -1.24
H 2.75 3.03 3.78  -0.37
H 1.55 1.66 3.48  -0.49
H 2.89 3.50 1.32  -0.37
H 3.79 0.97 2.45  -0.05
H 4.40 1.86 1.07  -0.88
C -2.26 3.90 1.40  -0.94
C -3.58 4.00 2.17  0.35
C -4.42 2.70 2.15  0.17
O -4.54 2.38 3.53  -0.36
C -3.97 3.28 4.32  0.62
O -3.97 3.27 5.51  -0.55
O -3.41 4.28 3.56  -0.27
H -1.43 3.55 2.00  -0.05
H -2.03 4.91 1.04  0.39
H -2.42 3.33 0.48  0.29
H -4.15 4.83 1.77  0.27
H -3.91 1.89 1.64  -0.24
H -5.41 2.87 1.74  0.24
C 6.25 -2.67 0.10  -1.45
C 6.29 -1.16 -0.03  2.12
C 6.91 -0.40 1.17  0.07
O 8.05 0.23 0.63  -0.38
C 8.15 0.02 -0.70  0.56
O 8.98 0.50 -1.39  -0.57
O 7.22 -0.87 -1.11  -0.48
H 5.64 -2.89 0.98  0.02
H 7.26 -3.02 0.33  0.53
H 5.92 -3.08 -0.85  0.37
H 5.35 -0.71 -0.33  -1.21
H 7.30 -1.13 1.88  0.40
H 6.18 0.22 1.68  0.05
C -2.42 6.10 6.19  -1.50
C -1.43 4.99 6.41  0.88
C -0.54 4.63 5.24  -0.18
O 0.77 4.60 5.80  0.98
C 0.77 5.34 6.95  -0.02
O 1.76 5.72 7.49  -0.56
O -0.48 5.53 7.38  -0.46
H -2.90 6.42 7.11  0.37
H -3.17 5.81 5.45  0.17
H -1.92 6.95 5.72  0.39
H -1.86 4.09 6.85  0.19
H -0.67 5.28 4.38  0.60
H -0.76 3.61 4.93  -0.65


[3]
Density functional theory data (ωB97M-V with the def2-TZVPD basis set) for a molecular structure, C48H69NO6P3RhSSiTe.

## Properties
Total charge: 0
E (eV): -121552.64227
HOMO (alpha / beta) (eV): -6.46 / -6.46

Each line ends with the Mulliken charge.
Geometry (Å):
Rh 0.07 -0.16 0.20  -2.85
C -2.63 2.16 1.15  -1.47
Si -1.54 1.45 -0.19  1.86
C -2.72 0.68 -1.45  0.76
C -4.05 1.06 -1.59  -0.45
C -4.89 0.43 -2.50  -0.95
C -4.39 -0.58 -3.31  -1.32
C -3.07 -0.98 -3.18  -0.90
C -2.24 -0.37 -2.24  0.31
P -0.51 -0.87 -1.99  0.52
C 0.32 -0.30 -3.55  0.70
C -0.24 -0.84 -4.87  0.00
C 0.58 -0.31 -6.06  -0.97
C 0.57 1.21 -6.11  -0.88
C 1.09 1.77 -4.79  -0.55
C 0.30 1.23 -3.61  -0.80
C -0.29 -2.68 -1.81  1.64
C -0.80 -3.07 -0.39  -0.30
C -2.25 -3.52 -0.35  -0.20
C -2.47 -4.70 -1.28  -1.27
C -2.15 -4.29 -2.70  -0.35
C -0.72 -3.76 -2.83  -1.09
C -0.60 2.90 -0.96  1.26
C -1.21 3.90 -1.72  -0.65
C -0.46 4.89 -2.33  -0.79
C 0.92 4.90 -2.19  -1.39
C 1.55 3.92 -1.44  -0.14
C 0.79 2.93 -0.83  -0.55
P 1.51 1.59 0.17  1.41
C 1.88 2.32 1.80  0.00
C 0.64 2.91 2.51  0.84
C 0.57 4.43 2.38  -0.64
C 1.77 5.08 3.09  -0.83
C 3.02 4.20 2.98  -1.19
C 3.00 3.39 1.69  -0.41
C 3.16 1.13 -0.48  0.74
C 3.93 0.29 0.58  -1.13
C 4.90 -0.70 -0.06  -0.69
C 5.55 -0.10 -1.29  -1.05
C 4.50 0.15 -2.38  -1.20
C 3.09 0.36 -1.80  0.54
H -3.33 2.86 0.68  0.60
H -2.08 2.72 1.91  0.23
H -3.20 1.39 1.66  0.27
H -4.45 1.86 -0.98  0.40
H -5.92 0.72 -2.57  0.44
H -5.03 -1.07 -4.03  0.47
H -2.68 -1.75 -3.83  0.86
H 1.36 -0.64 -3.45  0.95
H -1.27 -0.50 -4.99  0.43
H -0.24 -1.92 -4.91  -0.39
H 0.18 -0.73 -6.98  0.48
H 1.61 -0.66 -5.96  0.38
H -0.46 1.56 -6.26  0.34
H 1.16 1.57 -6.95  0.49
H 1.05 2.87 -4.79  0.43
H 2.15 1.49 -4.68  0.14
H -0.75 1.56 -3.70  0.72
H 0.68 1.65 -2.68  -1.04
H 0.81 -2.69 -1.77  0.21
H -0.68 -2.24 0.31  -2.04
H -0.16 -3.88 -0.01  1.03
H -2.91 -2.69 -0.65  0.38
H -2.50 -3.77 0.68  -0.18
H -3.50 -5.06 -1.21  0.46
H -1.82 -5.52 -0.97  0.40
H -2.87 -3.53 -3.00  0.08
H -2.26 -5.13 -3.39  0.51
H -0.53 -3.45 -3.85  0.14
H -0.04 -4.60 -2.64  0.49
H -2.29 3.89 -1.85  0.37
H -0.95 5.65 -2.93  0.41
H 1.51 5.67 -2.68  0.42
H 2.63 3.92 -1.37  0.47
H 2.26 1.49 2.40  0.89
H 0.67 2.63 3.56  0.17
H -0.25 2.45 2.12  -1.28
H -0.36 4.78 2.82  0.57
H 0.55 4.71 1.33  0.00
H 1.53 5.24 4.14  0.35
H 1.96 6.06 2.65  0.37
H 3.07 3.52 3.83  0.37
H 3.92 4.82 3.02  0.48
H 3.96 2.92 1.52  0.53
H 2.81 4.07 0.86  0.16
H 3.68 2.08 -0.65  1.47
H 3.22 -0.27 1.20  -0.30
H 4.48 0.97 1.24  0.57
H 4.38 -1.63 -0.30  0.11
H 5.66 -0.97 0.68  0.59
H 6.34 -0.75 -1.67  0.55
H 6.03 0.85 -1.02  0.32
H 4.46 -0.70 -3.07  0.48
H 4.78 1.02 -2.98  0.32
H 2.62 -0.61 -1.59  -0.34
H 2.48 0.89 -2.53  -0.89
C -0.75 -2.36 7.02  -1.59
C -0.31 -2.64 5.61  0.49
O -1.46 -3.02 4.85  -0.34
P -0.86 -0.46 3.42  -1.01
O -0.19 0.14 2.21  0.45
Te -1.11 0.84 5.34  -0.27
O -2.23 -1.07 2.88  0.58
C -3.21 -1.64 3.77  -0.52
C -4.08 -2.57 2.97  -1.10
H 0.09 -2.04 7.63  0.40
H -1.18 -3.26 7.47  0.37
H -1.50 -1.57 7.04  0.26
H 0.43 -3.44 5.59  0.33
H 0.16 -1.75 5.16  0.03
H -3.78 -0.82 4.21  0.51
H -2.70 -2.16 4.59  0.45
H -4.51 -2.05 2.11  0.29
H -4.90 -2.93 3.60  0.41
H -3.52 -3.43 2.61  0.13
O 4.10 -4.77 2.72  -0.72
S 2.97 -4.78 1.84  1.30
O 2.80 -5.91 0.97  -0.74
N 2.92 -3.40 0.97  -0.60
C 1.82 -2.73 1.22  -0.62
O 1.57 -1.62 0.70  0.29
C 0.89 -3.37 2.24  0.52
C -0.42 -3.01 2.60  1.07
C -1.15 -3.80 3.66  -0.35
C -0.42 -5.04 4.08  -1.02
C 0.81 -5.37 3.64  -0.91
C 1.47 -4.51 2.72  0.24
H -0.95 -2.25 2.05  0.92
H -2.15 -4.07 3.31  -0.49
H -0.93 -5.68 4.79  0.50
H 1.28 -6.29 3.96  0.38


Q: The highest E belongs to which entry?
A: C48H69NO6P3RhSSiTe